C18H33NO25S6 | ωB97M-V/def2-TZVPD

Computed properties:
total energy = -5030.14157 a.u.
HOMO = -7.43 eV
SMILES = C=C[C@H]1CNC(=O)C1.O=S1(=O)OCCO1.O=S1(=O)OCCO1.O=S1(=O)OCCO1.O=S1(=O)OCCO1.O=S1(=O)OCCO1.O=S1(=O)OCCO1

Last column: Mulliken charge in e.
Positions of all 83 atoms, in Å:
C1 -0.224 1.785 -0.311  -0.63
C2 0.976 2.603 -0.094  -0.21
C3 1.538 2.866 1.405  0.43
C4 1.308 1.701 2.517  -0.51
N1 2.208 0.513 2.205  -0.03
C5 3.074 0.987 1.101  0.36
O1 3.572 0.136 0.288  -0.61
C6 3.146 2.598 1.178  -0.82
H1 -0.162 0.703 -0.720  0.04
H2 -1.256 2.269 -0.123  0.25
H3 1.579 3.046 -0.988  0.19
H4 1.198 3.938 1.650  0.38
H5 0.224 1.472 2.854  0.21
H6 1.859 2.143 3.449  0.12
H7 1.707 -0.385 2.050  0.15
H8 3.589 3.152 0.254  0.36
H9 3.690 2.829 2.185  0.31
O2 -0.165 -2.636 -3.548  -0.45
S1 -0.042 -3.060 -2.181  1.17
O3 -1.174 -3.407 -1.369  -0.64
O4 0.854 -1.963 -1.382  -0.17
C7 2.007 -2.599 -0.826  0.37
C8 2.305 -3.772 -1.750  -0.42
O5 1.025 -4.285 -2.124  -0.34
H10 1.754 -2.945 0.181  -0.27
H11 2.840 -1.896 -0.769  0.31
H12 2.903 -4.543 -1.263  0.35
H13 2.814 -3.438 -2.660  0.32
O6 -0.371 -3.448 -7.189  -0.58
S2 -1.010 -4.093 -6.076  0.89
O7 -0.503 -4.016 -4.734  -0.28
O8 -1.243 -5.658 -6.462  -0.34
C9 -2.635 -5.966 -6.390  -0.34
C10 -3.354 -4.659 -6.695  -0.34
O9 -2.574 -3.647 -6.059  -0.30
H14 -2.855 -6.310 -5.375  0.26
H15 -2.889 -6.752 -7.102  0.31
H16 -4.378 -4.650 -6.318  0.32
H17 -3.361 -4.454 -7.770  0.29
O10 1.763 6.181 -0.091  -0.53
S3 0.633 6.372 -0.956  1.18
O11 -0.723 6.254 -0.505  -0.54
O12 0.829 5.425 -2.262  -0.27
C11 0.832 6.231 -3.440  -0.33
C12 1.364 7.588 -3.000  -0.41
O13 0.802 7.804 -1.706  -0.30
H18 -0.197 6.308 -3.803  0.30
H19 1.455 5.775 -4.212  0.30
H20 1.077 8.389 -3.683  0.32
H21 2.453 7.571 -2.897  0.29
O14 2.056 -3.769 1.879  -0.66
S4 1.084 -3.715 2.935  1.19
O15 -0.316 -3.929 2.716  -0.62
O16 1.277 -2.309 3.723  -0.20
C13 1.552 -2.565 5.100  -0.29
C14 2.242 -3.921 5.130  -0.41
O17 1.573 -4.699 4.134  -0.34
H22 0.600 -2.594 5.637  0.27
H23 2.177 -1.774 5.517  0.32
H24 2.173 -4.403 6.106  0.33
H25 3.294 -3.835 4.840  0.29
O18 0.038 0.655 9.151  -0.57
S5 0.261 0.095 7.849  1.08
O19 0.878 -1.182 7.641  -0.51
O20 1.045 1.195 6.949  -0.35
C15 0.274 1.496 5.786  0.14
C16 -1.176 1.267 6.191  -0.37
O21 -1.146 0.117 7.036  -0.32
H26 0.576 0.809 4.991  -0.10
H27 0.454 2.523 5.465  0.40
H28 -1.827 1.096 5.332  0.33
H29 -1.561 2.108 6.776  0.30
O22 -3.638 2.308 -0.280  -0.55
S6 -4.277 2.141 -1.555  1.11
O23 -5.151 3.126 -2.123  -0.55
O24 -5.041 0.708 -1.555  -0.32
C17 -4.538 -0.102 -2.619  -0.38
C18 -3.102 0.358 -2.832  -0.12
O25 -3.135 1.774 -2.651  -0.27
H30 -5.148 0.086 -3.508  0.30
H31 -4.597 -1.159 -2.355  0.31
H32 -2.727 0.104 -3.824  0.35
H33 -2.436 -0.064 -2.073  0.09

C5H8O2 | ωB97M-V/def2-TZVPD

Computed properties:
total energy = -345.77340 a.u.
HOMO = -9.77 eV
relative energy (zero: lowest compared OMol25 entry of this formula, charge and spin) = 82.8 kJ/mol
SMILES = CCCC(=O)C=O

Last column: Mulliken charge in e.
Positions of all 15 atoms, in Å:
C1 0.369 -1.252 -1.602  -1.03
C2 1.107 -0.541 -0.462  -0.42
C3 0.410 0.720 0.069  -0.50
C4 -0.853 0.428 0.837  0.52
O1 -1.552 -0.552 0.691  -0.51
C5 -1.295 1.407 1.937  -0.07
O2 -0.584 2.251 2.421  -0.45
H1 -0.477 -1.833 -1.225  0.27
H2 1.048 -1.933 -2.129  0.33
H3 -0.015 -0.533 -2.338  0.29
H4 2.105 -0.243 -0.802  0.34
H5 1.253 -1.243 0.369  0.27
H6 1.066 1.324 0.710  0.32
H7 0.138 1.378 -0.774  0.29
H8 -2.328 1.205 2.282  0.35

C6H9N | ωB97M-V/def2-TZVPD

Computed properties:
total energy = -288.69890 a.u.
HOMO = -8.27 eV
relative energy (zero: lowest compared OMol25 entry of this formula, charge and spin) = 218.3 kJ/mol

Last column: Mulliken charge in e.
Positions of all 16 atoms, in Å:
C1 1.329 -0.052 2.042  -1.24
C2 0.320 -0.132 0.950  0.11
C3 0.251 -0.882 -0.144  -0.40
C4 -0.938 -0.447 -0.934  0.50
C5 -1.668 0.575 -0.086  -0.75
C6 -0.481 0.293 -2.209  -1.22
N1 -0.835 0.713 0.942  0.07
H1 0.877 0.098 3.025  0.35
H2 1.955 -0.947 2.090  0.31
H3 1.976 0.807 1.867  0.28
H4 0.950 -1.639 -0.454  0.40
H5 -1.633 -1.236 -1.226  0.37
H6 0.022 1.221 -1.947  0.33
H7 0.200 -0.323 -2.804  0.31
H8 -1.331 0.585 -2.815  0.35
H9 -0.993 1.365 1.703  0.22

C41H43AsN5O6P3PdS | ωB97M-V/def2-TZVPD

Computed properties:
total energy = -6099.46707 a.u.
HOMO = -7.01 eV
relative energy (zero: lowest compared OMol25 entry of this formula, charge and spin) = 113.5 kJ/mol

Last column: Mulliken charge in e.
Positions of all 101 atoms, in Å:
Pd1 0.304 -0.597 -2.883  0.79
S1 2.483 -0.383 -3.429  -0.43
C1 2.605 1.331 -3.071  0.45
N1 3.718 1.944 -3.222  -0.84
N2 3.891 3.240 -2.907  0.09
C2 3.305 4.033 -1.905  0.46
C3 2.732 3.499 -0.752  -0.31
C4 2.229 4.343 0.220  -0.53
C5 2.302 5.723 0.072  -0.63
C6 2.899 6.252 -1.062  -0.58
C7 3.397 5.414 -2.049  -0.47
N3 1.463 2.052 -2.710  0.03
N4 0.392 1.412 -2.654  0.32
C8 -0.750 2.236 -2.335  -0.04
C9 -0.667 3.619 -2.467  -0.55
C10 -1.760 4.390 -2.118  -0.66
C11 -2.920 3.792 -1.640  -0.65
C12 -2.990 2.413 -1.519  -1.21
C13 -1.903 1.624 -1.871  0.81
H1 4.745 3.602 -3.292  0.23
H2 2.674 2.431 -0.608  0.60
H3 1.781 3.913 1.106  0.52
H4 1.899 6.376 0.834  0.46
H5 2.970 7.323 -1.192  0.37
H6 3.845 5.831 -2.942  0.44
H7 0.241 4.075 -2.832  0.45
H8 -1.706 5.466 -2.220  0.43
H9 -3.771 4.404 -1.371  0.43
H10 -3.893 1.940 -1.156  0.45
H11 -1.958 0.548 -1.798  0.23
N5 -1.691 -2.332 -6.401  -0.10
C14 -1.680 -2.779 -4.946  0.80
C15 -2.518 -4.028 -4.731  -1.92
P1 -2.351 -1.290 -4.049  0.66
O1 -3.952 -1.422 -4.261  -0.59
O2 -1.912 -0.148 -4.900  -0.92
O3 -2.007 -1.390 -2.593  -0.39
P2 0.146 -3.048 -4.613  0.77
O4 0.332 -4.642 -4.624  -0.63
O5 0.799 -2.460 -5.808  -0.93
O6 0.453 -2.621 -3.187  -0.48
H12 -1.985 -1.335 -6.398  0.34
H13 -2.270 -2.913 -6.998  0.31
H14 -0.672 -2.339 -6.680  0.40
H15 -3.559 -3.851 -5.006  0.52
H16 -2.490 -4.283 -3.670  0.30
H17 -2.127 -4.881 -5.286  0.48
H18 -4.393 -1.747 -3.464  0.32
H19 0.422 -4.995 -3.727  0.33
C16 -0.869 -0.285 1.127  -0.80
C17 -1.292 -0.819 2.496  -1.48
As1 0.106 -0.803 3.894  0.34
C18 -1.081 -0.819 5.459  0.38
C19 -0.759 -1.717 6.471  -0.46
C20 -1.534 -1.806 7.621  -0.58
C21 -2.643 -0.991 7.771  -0.41
C22 -2.976 -0.090 6.768  -0.77
C23 -2.200 -0.007 5.623  -0.11
C24 0.567 1.099 3.832  0.57
C25 -0.341 2.126 3.587  0.12
C26 0.064 3.451 3.614  -0.65
C27 1.391 3.767 3.876  -0.61
C28 2.310 2.753 4.091  -0.62
C29 1.898 1.427 4.066  -0.60
P3 0.154 -1.269 -0.061  1.25
C30 -0.566 -2.938 -0.031  0.79
C31 0.219 -4.045 -0.349  -0.71
C32 -0.352 -5.299 -0.503  -0.80
C33 -1.723 -5.465 -0.356  -0.71
C34 -2.516 -4.365 -0.060  -0.85
C35 -1.943 -3.113 0.094  -0.64
C36 1.767 -1.435 0.774  -0.06
C37 2.122 -2.411 1.701  0.19
C38 3.379 -2.402 2.283  -0.64
C39 4.295 -1.412 1.956  -0.74
C40 3.958 -0.438 1.027  -0.46
C41 2.708 -0.465 0.431  0.20
H20 -0.310 0.651 1.236  0.65
H21 -1.762 -0.006 0.560  0.55
H22 -1.628 -1.858 2.436  0.61
H23 -2.144 -0.239 2.858  0.59
H24 0.110 -2.357 6.361  0.36
H25 -1.267 -2.511 8.398  0.38
H26 -3.249 -1.055 8.665  0.38
H27 -3.841 0.552 6.880  0.39
H28 -2.476 0.709 4.858  0.11
H29 -1.378 1.899 3.365  0.17
H30 -0.655 4.239 3.426  0.40
H31 1.708 4.802 3.899  0.46
H32 3.349 2.992 4.277  0.41
H33 2.623 0.637 4.227  0.35
H34 1.286 -3.926 -0.492  0.53
H35 0.278 -6.149 -0.735  0.49
H36 -2.169 -6.445 -0.468  0.42
H37 -3.587 -4.480 0.051  0.44
H38 -2.583 -2.262 0.293  0.32
H39 1.408 -3.176 1.982  0.43
H40 3.638 -3.164 3.007  0.43
H41 5.275 -1.407 2.416  0.38
H42 4.672 0.326 0.749  0.53
H43 2.461 0.258 -0.338  -0.79